ORCA calculation (wB97M-V/def2-TZVPD) on C4H8Se in the gas phase in a non-equilibrium geometry.

XYZ file:
```
13
Properties=species:S:1:pos:R:3:forces:R:3:mulliken_charge:R:1
Se 2.3666 -1.7395 -0.2509 1.295 -0.538 -0.091 -0.154
C 0.8427 -0.8585 0.5644 3.126 2.514 2.121 -0.857
C 0.3745 0.3155 -0.3048 -0.180 -0.302 1.109 0.063
C -1.0402 0.3206 -0.8430 -0.161 -1.342 1.026 -0.687
C -0.6878 1.0301 0.4776 -0.335 1.448 -2.712 -0.599
H 3.2166 -2.1535 0.9336 -0.841 0.410 -0.555 0.073
H 0.1793 -1.6384 0.6984 -1.890 -1.049 0.426 0.457
H 1.2378 -0.4454 1.6791 -1.240 -1.102 -3.074 0.304
H 1.1390 0.9621 -0.7468 -0.179 -0.574 0.032 0.396
H -1.6315 -0.5868 -0.8875 0.404 -0.450 0.726 0.198
H -1.3705 0.8291 -1.7250 0.511 1.105 -0.132 0.242
H -0.6869 2.0815 0.1783 -0.096 0.024 1.166 0.236
H -0.9024 0.7361 1.4887 -0.414 -0.144 -0.042 0.328
```
Positions in Å, forces in eV/Å.

Summary:
Energy relative to the best compared isomer or geometry (same formula, charge and spin) = 35.7 kcal per mole
HOMO energy = -8.5410 eV
LUMO energy = 0.9 eV
Kohn-Sham gap = 0.347 hartree
SMILES string = [SeH]CC1CC1

ORCA calculation (wB97M-V/def2-TZVPD) on C4H8Se2 in the gas phase in a non-equilibrium geometry.

XYZ file:
```
14
Properties=species:S:1:pos:R:3:forces:R:3:mulliken_charge:R:1
Se 2.8413 1.3583 -0.1706 -1.870 0.803 -1.096 -0.085
C 2.1187 -0.4574 0.0532 -2.373 0.497 2.714 -0.883
C 0.6217 -0.5342 0.6382 0.998 0.620 -0.126 -0.183
C -0.4509 -0.3758 -0.1515 2.519 -0.556 1.479 -0.043
C -1.7854 -0.3023 0.3218 -2.209 -0.849 1.082 -0.965
Se -2.4968 1.4915 -0.1373 -0.694 -0.477 -0.529 -0.098
H 1.5965 2.0637 -0.9634 1.813 -1.323 1.239 0.087
H 2.8431 -0.9692 0.6977 -0.243 0.254 0.001 0.370
H 2.0381 -1.0046 -0.8170 0.322 -0.765 -2.213 0.381
H 0.3991 -0.6298 1.7374 0.709 0.150 -1.114 0.203
H -0.4398 -0.2335 -1.1711 0.957 0.174 -2.373 0.383
H -2.3640 -1.2113 0.0535 -0.243 0.979 -0.609 0.354
H -1.7946 -0.4048 1.3939 -0.154 0.561 0.666 0.386
H -3.1269 1.2094 -1.4847 0.469 -0.069 0.880 0.093
```
Positions in Å, forces in eV/Å.

Summary:
Energy relative to the best compared isomer or geometry (same formula, charge and spin) = 1.4 kcal per mole
HOMO energy = -8.6547 eV
LUMO energy = 0.7 eV
Kohn-Sham gap = 0.342 hartree
SMILES string = [SeH]C/C=C/C[SeH]

ORCA calculation (wB97M-V/def2-TZVPD) on C4H8Si in the gas phase in a non-equilibrium geometry.

XYZ file:
```
13
Properties=species:S:1:pos:R:3:forces:R:3:mulliken_charge:R:1
C -1.3721 0.7821 -0.0345 0.179 1.415 1.031 0.071
C -0.2141 1.4484 0.0469 0.993 0.492 -0.701 -0.470
C -1.4789 -0.6628 0.0253 3.610 1.392 0.579 -0.999
C 0.9266 -1.3696 -0.0256 -0.426 -0.739 0.124 -0.698
Si 1.5088 0.4246 0.0035 -2.962 -0.103 -3.180 0.399
H -2.3498 1.3515 -0.0922 1.023 -0.613 0.082 0.287
H -0.2460 2.5694 0.0162 0.069 -1.060 0.017 0.332
H -1.7339 -1.1515 0.9021 -0.581 -0.953 1.379 0.404
H -1.7475 -0.9738 -0.8800 -1.466 -2.282 -3.296 0.384
H 0.7597 -2.0047 0.8988 0.406 1.211 -0.943 0.273
H 1.4651 -2.0423 -0.7989 -1.594 1.095 0.801 0.273
H 2.4083 0.8908 -1.2458 -1.020 -0.643 1.400 -0.098
H 2.0739 0.7378 1.1842 1.768 0.788 2.706 -0.158
```
Positions in Å, forces in eV/Å.

Summary:
Energy relative to the best compared isomer or geometry (same formula, charge and spin) = 85.9 kcal per mole
HOMO energy (alpha / beta) = -8.5460 / -8.7013 eV
LUMO energy (alpha / beta) = -0.1 / 0.2 eV
Kohn-Sham gap (alpha / beta) = 0.311 / 0.327 hartree

ORCA calculation (wB97M-V/def2-TZVPD) on C4H8Si in the gas phase in a non-equilibrium geometry.

XYZ file:
```
13
Properties=species:S:1:pos:R:3:forces:R:3:mulliken_charge:R:1
C -1.6138 -0.2630 0.0817 -0.739 0.573 2.142 -0.022
C -1.4535 -1.5107 -0.2231 -2.662 -2.289 1.177 -0.563
C -0.6415 0.7184 -0.3877 -0.185 1.273 -2.528 -0.667
C 0.6598 0.7160 0.2998 2.669 0.488 0.398 -0.577
Si 1.9466 -0.5655 -0.1563 -0.969 -0.347 -2.355 0.195
H -2.3589 0.2538 0.8301 0.889 -1.762 -1.342 0.240
H -2.1865 -2.3691 0.0561 1.755 1.177 -0.735 0.251
H -0.5193 0.5053 -1.4571 0.159 0.375 0.016 0.316
H -1.1945 1.6300 -0.3156 0.235 1.212 -0.112 0.324
H 1.4052 1.5704 0.2527 -1.488 0.064 -0.374 0.297
H 0.4961 0.6061 1.3451 0.000 -0.239 1.115 0.356
H 2.5335 -0.9853 1.0358 1.193 -0.549 1.393 -0.099
H 2.9269 -0.3064 -1.3613 -0.855 0.023 1.205 -0.051
```
Positions in Å, forces in eV/Å.

Summary:
Energy relative to the best compared isomer or geometry (same formula, charge and spin) = 110.5 kcal per mole
HOMO energy (alpha / beta) = -9.2620 / -7.2073 eV
LUMO energy (alpha / beta) = -0.3 / -0.6 eV
Kohn-Sham gap (alpha / beta) = 0.328 / 0.244 hartree

ORCA calculation (wB97M-V/def2-TZVPD) on C4H8Si2 in the gas phase in a non-equilibrium geometry.

XYZ file:
```
14
Properties=species:S:1:pos:R:3:forces:R:3:mulliken_charge:R:1
C 0.7418 -1.4026 -0.6411 -0.518 2.336 0.886 -0.276
C 0.9282 -0.0654 -1.2298 -1.427 -0.440 -0.710 -0.095
C -0.2786 -1.7494 0.1397 -2.247 -0.127 -0.302 -0.553
C 0.4427 1.1359 -0.8826 0.485 0.104 1.231 -0.560
Si -2.0340 -0.9994 0.2140 0.692 0.269 -0.535 0.092
Si -0.0837 1.7560 0.8217 0.835 -1.842 1.006 0.365
H 1.5972 -1.9493 -0.8126 1.479 -2.023 -0.438 0.435
H 1.2921 -0.1554 -2.2573 0.518 0.168 0.254 0.302
H -0.5045 -2.7813 0.4417 1.014 -0.111 0.228 0.339
H 0.7140 1.9115 -1.5632 -0.216 0.577 -0.670 0.371
H -2.3087 -1.4042 1.6308 0.100 -0.088 0.333 -0.076
H -1.5010 2.1063 0.9862 -0.314 -0.317 -0.088 -0.114
H 0.5725 2.9562 1.3158 0.443 0.480 -0.295 -0.181
H 0.4219 0.6414 1.8368 -0.842 1.015 -0.900 -0.051
```
Positions in Å, forces in eV/Å.

Summary:
Energy relative to the best compared isomer or geometry (same formula, charge and spin) = 44.2 kcal per mole
HOMO energy = -8.2957 eV
LUMO energy = -0.8 eV
Kohn-Sham gap = 0.275 hartree

ORCA calculation (wB97M-V/def2-TZVPD) on 2 unconnected molecules or ions with the total composition C4H9B in a non-equilibrium geometry.

XYZ file:
```
14
Properties=species:S:1:pos:R:3:forces:R:3:mulliken_charge:R:1
B 0.2274 -0.8449 -0.2840 -0.209 0.604 0.642 0.033
C -0.5625 2.8729 0.6642 -0.328 0.561 -0.357 -0.467
C -0.0660 1.8358 1.2725 0.293 -1.299 -0.661 -0.358
C 0.5953 -1.9713 0.7164 -0.233 0.269 0.119 -0.849
C -0.1714 -0.8731 -1.7775 0.267 0.075 0.070 -0.830
H -0.6145 3.8722 1.1037 0.079 -0.126 0.193 0.243
H -0.9756 2.8234 -0.3347 -0.004 -0.107 -0.148 0.181
H 0.3812 1.7540 2.2455 0.103 -0.071 0.267 0.247
H 0.5538 -1.6822 1.7650 0.022 0.106 -0.033 0.264
H 1.6113 -2.3182 0.5224 0.177 -0.021 -0.150 0.322
H -0.0583 -2.8401 0.5904 -0.032 -0.052 -0.153 0.316
H 0.2296 -0.0424 -2.3562 0.006 0.133 0.056 0.281
H -1.2574 -0.7860 -1.8414 -0.166 0.042 0.086 0.293
H 0.1071 -1.8002 -2.2862 0.026 -0.115 0.070 0.325
```
Positions in Å, forces in eV/Å.

Summary:
Energy relative to the best compared isomer or geometry (same formula, charge and spin) = 95.2 kcal per mole
HOMO energy (alpha / beta) = -8.1011 / -6.8624 eV
LUMO energy (alpha / beta) = 0.4 / 0.4 eV
Kohn-Sham gap (alpha / beta) = 0.312 / 0.268 hartree

ORCA calculation (wB97M-V/def2-TZVPD) on C4H9BO in the gas phase in a non-equilibrium geometry.

XYZ file:
```
15
Properties=species:S:1:pos:R:3:forces:R:3:mulliken_charge:R:1
C 1.4101 1.2597 1.5713 -2.477 -3.684 0.686 -0.936
B 0.3778 0.4562 0.4364 -0.140 1.208 1.487 0.460
C 0.4097 -1.0239 -0.1917 3.820 0.758 0.956 -0.750
C -0.5648 -0.8688 -1.3056 0.059 -0.514 0.038 -0.482
C -1.5421 0.1662 -0.7640 -3.259 -1.216 -2.309 -0.330
O -0.8235 1.0578 0.0082 1.594 0.335 0.968 -0.466
H 2.0927 0.3897 1.9416 -0.499 2.097 -0.792 0.213
H 0.8269 1.5811 2.5046 0.484 -0.516 -1.369 0.275
H 1.8089 2.1530 1.1731 1.108 0.623 -0.468 0.327
H 1.5132 -1.4154 -0.3538 -2.082 0.948 -0.491 0.276
H 0.1276 -1.7287 0.5434 -0.893 -0.746 1.125 0.333
H 0.0094 -0.5146 -2.1406 -0.147 0.469 -0.771 0.222
H -0.9988 -1.8169 -1.5668 -0.545 -0.267 -0.313 0.339
H -2.1995 0.5931 -1.5925 1.591 0.533 0.559 0.264
H -2.4476 -0.2886 -0.2635 1.385 -0.028 0.694 0.255
```
Positions in Å, forces in eV/Å.

Summary:
Energy relative to the best compared isomer or geometry (same formula, charge and spin) = 12.2 kcal per mole
HOMO energy = -10.3828 eV
LUMO energy = 0.7 eV
Kohn-Sham gap = 0.408 hartree
SMILES string = CB1CCCO1

ORCA calculation (wB97M-V/def2-TZVPD) on C4H9BO in the gas phase in a non-equilibrium geometry.

XYZ file:
```
15
Properties=species:S:1:pos:R:3:forces:R:3:mulliken_charge:R:1
B -1.1980 -0.0327 -0.0907 2.576 0.888 0.737 0.185
C -0.1686 1.1060 -0.2555 -1.492 -0.591 -0.387 -0.462
C 1.1378 0.7994 0.4756 1.120 0.156 -2.607 -0.515
C 1.8785 -0.3553 -0.1781 1.344 -0.814 -1.060 -0.481
C -2.3608 -0.9284 0.1696 0.923 1.477 -1.796 -0.826
O 1.2620 -1.5202 0.0118 -1.902 0.084 -0.282 -0.715
H 0.0667 0.8191 -1.2865 0.097 0.394 -0.871 0.206
H -0.5822 2.1528 -0.2501 0.423 -1.063 0.151 0.370
H 1.9421 1.4930 0.4721 -0.152 1.954 0.108 0.390
H 0.9281 0.4832 1.4100 -0.398 -0.814 3.328 0.315
H 2.0580 -0.1109 -1.3709 -0.148 -0.062 2.181 0.178
H 2.9337 -0.3782 0.3455 -1.260 0.248 -0.978 0.270
H -2.5882 -1.4214 -0.7302 -0.279 -0.886 -1.505 0.338
H -3.2329 -0.4515 0.4564 -1.715 1.184 0.844 0.384
H -2.0763 -1.6548 0.8211 0.862 -2.155 2.138 0.364
```
Positions in Å, forces in eV/Å.

Summary:
Energy relative to the best compared isomer or geometry (same formula, charge and spin) = 125.1 kcal per mole
HOMO energy = -7.3107 eV
LUMO energy = -0.2 eV
Kohn-Sham gap = 0.261 hartree

Q: What is the formula in the third record?
A: C4H8Si

Q: The highest energy relative to the best compared isomer or geometry (same formula, charge and spin) belongs to which entry?
A: number 8